# 1
Computed, not measured: a molecular structure, C56H49BrN12ReS4, with ωB97M-V/def2-TZVPD.

XYZ file:
```
123
Properties=species:S:1:pos:R:3:forces:R:3
Re 0.03970 0.50802 -0.21112 0.320 0.257 0.213
N 1.33349 -0.05003 1.27177 -0.557 0.096 -0.088
S 2.65354 -0.23241 1.84848 0.156 -0.091 -0.042
N 3.87212 -0.89187 0.94280 -0.135 -0.202 -0.059
S 4.88444 -0.20909 0.00225 -0.050 0.294 -0.092
N 4.43238 0.74546 -1.14541 -0.045 -0.290 0.039
S 2.98735 0.53012 -1.90109 0.309 0.074 0.196
N 1.83855 0.97950 -1.11876 -0.377 -0.260 -0.297
C 3.03496 -1.14064 -2.53736 0.074 0.011 0.011
C 2.48457 -2.16779 -1.78210 0.286 0.054 0.182
C 2.56575 -3.46692 -2.25441 0.071 -0.073 0.034
C 3.21230 -3.73744 -3.45123 0.000 -0.001 0.004
C 3.78128 -2.70674 -4.18624 -0.009 0.000 -0.021
C 3.69149 -1.39968 -3.73604 0.025 0.033 -0.046
C 3.24122 1.52746 -3.33942 0.019 0.116 0.068
C 4.39634 2.25859 -3.56057 0.012 -0.026 -0.046
C 4.45866 3.07516 -4.68282 0.014 -0.007 0.007
C 3.38448 3.14136 -5.55708 -0.003 0.014 -0.005
C 2.23257 2.39889 -5.31912 -0.008 -0.001 -0.018
C 2.14986 1.59079 -4.19950 0.004 0.014 0.022
C 6.09261 0.76920 0.84944 0.124 -0.026 0.026
C 6.28807 2.10390 0.53917 0.041 -0.036 -0.007
C 7.28598 2.79566 1.21245 0.044 -0.011 0.001
C 8.06005 2.15481 2.16696 0.021 -0.017 -0.014
C 7.84507 0.81359 2.46886 0.015 -0.010 -0.038
C 6.85809 0.10847 1.80608 0.017 0.035 0.005
C 5.86225 -1.55671 -0.61093 -0.114 0.026 -0.114
C 6.78808 -1.24150 -1.59916 -0.040 0.036 -0.009
C 7.62807 -2.23777 -2.06215 0.003 -0.011 -0.007
C 7.53764 -3.52208 -1.53708 0.008 -0.006 -0.022
C 6.61166 -3.81590 -0.54802 -0.041 -0.008 0.022
C 5.76037 -2.82787 -0.07249 -0.035 -0.008 0.029
C 3.43838 1.23545 2.47995 -0.020 0.096 -0.001
C 3.18186 2.38480 1.74542 0.120 -0.065 -0.023
C 3.78688 3.57701 2.11490 -0.011 -0.027 0.008
C 4.65974 3.59931 3.19236 -0.049 -0.003 0.018
C 4.95421 2.42971 3.88392 -0.040 0.002 0.032
C 4.35092 1.23321 3.52969 -0.132 0.030 -0.035
C 2.58325 -1.43740 3.14277 0.083 -0.083 -0.028
C 2.69730 -2.77428 2.77907 0.063 -0.017 0.019
C 2.43256 -3.74970 3.72384 -0.009 -0.004 0.013
C 2.05182 -3.38715 5.01075 -0.009 -0.030 -0.021
C 1.91954 -2.05059 5.35256 0.021 0.042 -0.015
C 2.17158 -1.06146 4.41199 0.030 0.040 -0.023
H 1.98370 -1.95647 -0.85101 0.166 -0.023 0.044
H 2.11550 -4.27090 -1.68646 0.005 0.018 -0.010
H 3.26564 -4.75390 -3.81832 0.002 0.006 0.005
H 4.28348 -2.91586 -5.12114 0.000 0.002 0.006
H 4.12510 -0.59866 -4.31936 0.000 0.001 0.006
H 5.22767 2.18948 -2.87383 -0.008 0.006 -0.009
H 5.35111 3.65541 -4.87403 -0.002 0.002 0.001
H 3.44348 3.77482 -6.43207 0.000 -0.002 0.000
H 1.40035 2.45035 -6.00788 -0.004 0.005 0.007
H 1.25628 1.01127 -3.99565 0.005 0.011 0.012
H 5.67766 2.58552 -0.21093 -0.005 -0.003 0.005
H 7.45859 3.83873 0.98370 0.000 0.003 -0.002
H 8.84246 2.69967 2.67825 0.000 0.004 0.003
H 8.45369 0.31673 3.21176 0.006 0.001 0.004
H 6.68784 -0.93851 2.02646 -0.002 -0.004 -0.008
H 6.85322 -0.23452 -1.99254 -0.015 -0.007 -0.009
H 8.35736 -2.01325 -2.82844 -0.010 0.001 -0.001
H 8.19812 -4.29766 -1.90138 0.002 0.006 0.006
H 6.55123 -4.81532 -0.13881 -0.004 0.006 -0.008
H 5.04081 -3.03319 0.70661 -0.016 -0.005 -0.008
H 2.52831 2.33809 0.88255 0.159 -0.044 -0.005
H 3.57165 4.47976 1.55693 0.002 0.008 -0.009
H 5.12599 4.52920 3.49065 0.005 0.000 -0.004
H 5.65503 2.44951 4.70778 0.000 -0.003 0.001
H 4.59203 0.32279 4.05916 -0.038 -0.068 0.046
H 2.97068 -3.04512 1.76780 -0.004 0.011 0.013
H 2.51540 -4.79439 3.45579 0.002 0.001 0.000
H 1.84752 -4.15333 5.74668 -0.001 -0.001 0.002
H 1.60150 -1.77129 6.34779 0.004 0.011 0.001
H 2.01729 -0.02178 4.66390 0.056 0.041 -0.001
C 0.19602 3.39640 1.45458 -0.043 -0.037 -0.026
N -0.56788 2.24450 0.95271 0.015 -0.046 0.033
C -1.82671 2.20777 1.28905 0.057 0.037 0.020
C -2.59572 1.08182 0.96138 0.009 -0.002 -0.039
C -3.93713 0.73015 1.08141 0.016 0.010 0.000
C -4.04830 -0.55152 0.53018 -0.018 -0.001 -0.014
C -2.77646 -0.92572 0.10122 0.018 -0.003 0.051
N -1.89198 0.05482 0.37082 0.038 -0.052 0.092
C 0.50673 4.44438 0.41239 0.018 0.042 0.016
C 1.12595 4.13002 -0.79539 0.010 -0.027 -0.017
C 1.41521 5.12489 -1.71783 -0.005 0.026 0.003
C 1.09675 6.44882 -1.44519 0.002 -0.001 0.000
C 0.48070 6.77046 -0.24555 0.009 0.002 0.007
C 0.18551 5.77244 0.67372 0.006 0.015 0.009
H 1.10436 3.01040 1.91456 -0.253 0.106 -0.004
H -0.37279 3.86531 2.25956 -0.031 -0.005 -0.001
H -2.26409 3.03580 1.84054 0.009 0.008 0.007
H -4.71969 1.32815 1.52040 0.000 -0.005 0.005
H -4.93824 -1.15518 0.46236 -0.002 -0.001 0.007
H -2.46855 -1.84842 -0.36292 0.004 -0.004 -0.006
H 1.38148 3.10507 -1.03246 -0.018 0.077 0.011
H 1.89200 4.86260 -2.65498 0.008 -0.007 -0.009
H 1.32639 7.22522 -2.16300 -0.005 -0.001 -0.002
H 0.22489 7.79802 -0.02342 -0.001 0.000 -0.002
H -0.30065 6.03341 1.60692 0.000 -0.001 0.001
S -0.80349 -2.93482 -3.27832 -0.033 0.001 0.048
C -0.39212 -1.91928 -2.12991 -0.153 0.057 -0.068
N -0.05871 -1.17055 -1.27631 -0.103 -0.109 -0.041
Br -1.04000 -0.06622 4.08702 -0.032 -0.022 -0.020
C -1.15083 -1.88158 3.49544 -0.101 0.041 0.022
C -1.76518 -2.80086 4.33667 0.020 -0.006 -0.006
C -1.89556 -4.09414 3.86430 0.011 0.002 -0.037
C -1.41769 -4.40243 2.59538 -0.014 -0.012 0.042
C -0.81570 -3.39881 1.86046 0.085 -0.001 0.011
N -0.67491 -2.14653 2.30596 -0.043 -0.062 -0.013
H -2.13165 -2.50552 5.30854 -0.007 0.005 0.000
H -2.37488 -4.84877 4.47377 0.001 -0.003 0.000
H -1.51530 -5.39763 2.18466 -0.002 -0.002 0.005
H -0.42625 -3.59370 0.86552 -0.006 0.012 0.004
N -3.93826 1.82450 -3.39754 0.049 0.033 0.002
C -3.11424 2.73984 -3.91949 -0.109 -0.084 0.051
N -3.56713 3.56510 -4.86177 0.024 -0.007 0.004
N -1.84250 2.87936 -3.55083 0.119 0.111 -0.107
C -1.37089 2.12267 -2.62579 -0.265 -0.181 0.137
N -0.94948 1.43585 -1.79111 0.241 0.162 -0.139
H -4.89484 1.73845 -3.69335 -0.002 0.007 0.000
H -3.61098 1.19736 -2.67988 -0.019 -0.019 0.012
H -4.51328 3.53578 -5.19662 0.001 0.007 -0.005
H -2.93958 4.26240 -5.22303 -0.005 0.001 -0.008
```
Forces are in eV/Å.

The expectation value of S² is 3.78. The value obtained for the molar mass is 1284.47 g/mol. The HOMO energy (alpha / beta) is -11.835 / -12.054 eV. Its total charge is +2. The total energy comes out at -192245.66274 eV. For the frontier orbital gap (alpha / beta), the calculation gives 7.6 / 6.9 eV. For the lowest unoccupied orbital energy (alpha / beta), the calculation gives -0.1563 / -0.1882 hartree. The energy above the lowest of the compared OMol25 structures with the same formula, charge and spin is 0.000 eV. Its spin multiplicity is 4.

Mulliken population analysis, charges in e, atoms 1 to 2: 1.14 0.62



# 2
Computed, not measured: a molecular structure, C56H50IN10PPdSe, with ωB97M-V/def2-TZVPD.

XYZ file:
```
120
Properties=species:S:1:pos:R:3:forces:R:3
Pd -0.36338 0.22066 -0.33055 0.194 0.481 -1.425
C 2.68869 -3.69091 -2.66758 -0.004 0.016 0.057
N 1.99585 -2.42066 -2.48281 -0.185 0.183 0.097
C 1.19939 -2.09057 -1.44219 -0.052 -0.196 0.049
N 0.77201 -0.85105 -1.60295 -0.180 0.073 0.750
C 1.30644 -0.34992 -2.75808 -0.087 0.143 -0.100
C 2.08378 -1.32885 -3.32542 -0.016 -0.093 0.142
C 2.95644 -1.27938 -4.50892 -0.054 0.070 0.017
C 2.85870 -2.21908 -5.53231 -0.033 -0.014 -0.050
C 3.68742 -2.13011 -6.64063 -0.008 0.013 0.030
C 4.61195 -1.09892 -6.73446 0.004 -0.003 0.002
C 4.71015 -0.15739 -5.71888 -0.011 -0.017 -0.004
C 3.88706 -0.24634 -4.60724 0.027 0.043 0.031
C 1.00213 1.02037 -3.19414 0.065 -0.015 -0.069
C 1.06326 2.06962 -2.27630 -0.167 -0.022 0.168
C 0.78078 3.37251 -2.67215 -0.120 -0.005 -0.037
C 0.43977 3.63656 -3.99167 0.028 -0.011 0.048
C 0.38308 2.59480 -4.91033 -0.007 -0.004 0.010
C 0.66308 1.29585 -4.51699 -0.055 -0.037 -0.005
P 0.70671 -3.14262 -0.03673 0.150 -0.147 -0.038
C 1.16269 -1.98188 1.28784 -0.059 -0.125 0.075
N 0.79203 -0.71771 1.35221 0.139 0.453 0.165
C 1.26125 -0.20368 2.52558 -0.017 0.007 0.013
C 1.93816 -1.19342 3.20001 0.097 -0.183 -0.053
N 1.86751 -2.31358 2.39897 -0.061 0.099 0.008
C 2.48776 -3.60328 2.68076 -0.015 0.036 -0.028
C 2.68989 -1.14042 4.46489 -0.051 0.048 -0.039
C 3.64768 -0.14367 4.64063 0.011 0.026 -0.014
C 4.35119 -0.05673 5.83131 -0.009 -0.006 0.004
C 4.10564 -0.96394 6.85324 0.002 0.000 -0.008
C 3.15107 -1.95713 6.68522 -0.005 0.014 -0.019
C 2.44213 -2.04293 5.49643 -0.021 -0.011 0.041
C 1.00846 1.19049 2.92678 0.086 0.013 0.083
C 1.26384 2.23653 2.04494 0.035 0.039 -0.099
C 0.99256 3.54799 2.40705 -0.076 -0.019 0.016
C 0.47018 3.82799 3.66243 -0.001 -0.038 0.000
C 0.23047 2.79069 4.55487 -0.019 0.035 -0.001
C 0.50065 1.48014 4.19164 -0.077 -0.036 -0.027
C -1.08629 -2.80786 -0.12234 0.195 0.104 0.040
N -1.63040 -1.60504 -0.21073 -0.425 0.227 -0.372
C -2.98818 -1.76092 -0.20615 0.026 0.020 0.109
C -3.27555 -3.10196 -0.09690 0.004 -0.196 0.033
N -2.05951 -3.74896 -0.05467 0.062 0.074 0.017
C -1.84596 -5.19441 -0.02324 -0.006 0.044 0.002
C -4.57583 -3.79160 -0.05363 0.009 0.084 0.018
C -4.87054 -4.71104 0.95190 -0.010 0.003 0.053
C -6.11280 -5.32418 0.99702 -0.003 0.017 -0.022
C -7.07306 -5.01617 0.04337 0.008 -0.001 0.004
C -6.78944 -4.09382 -0.95409 0.005 -0.004 0.005
C -5.54647 -3.48320 -1.00386 -0.009 -0.014 -0.054
C -3.91217 -0.61709 -0.27642 -0.074 -0.025 -0.004
C -3.83736 0.28192 -1.33617 0.083 0.011 -0.060
C -4.69716 1.36849 -1.39600 -0.029 0.033 0.056
C -5.63843 1.56464 -0.39320 0.028 -0.012 -0.030
C -5.72358 0.66549 0.66113 0.006 0.017 0.016
C -4.86801 -0.42415 0.71724 0.002 -0.003 0.025
H 2.82651 -4.16459 -1.69893 0.006 0.010 -0.009
H 3.65676 -3.49804 -3.12276 -0.009 -0.006 0.003
H 2.11593 -4.35311 -3.31404 -0.001 0.006 -0.006
H 2.11751 -3.00741 -5.47994 -0.007 -0.009 0.011
H 3.60345 -2.85896 -7.43514 0.001 -0.002 -0.004
H 5.25404 -1.02734 -7.60197 0.002 -0.003 -0.002
H 5.43049 0.64636 -5.79251 -0.001 0.000 0.001
H 3.96442 0.47746 -3.80387 -0.008 -0.016 0.016
H 1.42412 1.88796 -1.26786 0.113 -0.072 0.093
H 0.86158 4.18163 -1.95656 0.014 0.012 0.002
H 0.23824 4.65079 -4.30913 -0.014 -0.002 0.002
H 0.11474 2.79617 -5.93868 0.017 0.003 -0.004
H 0.60558 0.48711 -5.23476 0.031 0.001 0.001
H 3.35713 -3.43816 3.31090 0.007 -0.013 -0.008
H 2.80085 -4.06553 1.74789 -0.004 0.008 0.005
H 1.79386 -4.26599 3.19535 0.005 -0.001 0.015
H 3.83408 0.56106 3.83894 -0.001 -0.014 -0.013
H 5.09233 0.72019 5.96318 0.001 -0.001 0.001
H 4.65459 -0.89386 7.78255 0.003 -0.002 0.002
H 2.94943 -2.65816 7.48369 0.003 -0.003 0.005
H 1.67675 -2.80145 5.38274 -0.002 -0.007 -0.011
H 1.71123 2.02351 1.08084 0.042 -0.048 -0.011
H 1.19533 4.35336 1.71221 0.031 0.008 0.007
H 0.25898 4.84942 3.94938 -0.007 0.008 0.004
H -0.17343 3.00294 5.53579 0.001 0.003 0.005
H 0.29249 0.67345 4.88433 0.047 -0.007 0.011
H -2.77030 -5.68456 -0.31136 -0.002 -0.010 -0.005
H -1.56079 -5.52092 0.97533 -0.016 -0.014 -0.003
H -1.06641 -5.46165 -0.73238 0.012 0.001 0.023
H -4.13860 -4.93206 1.71983 0.017 0.004 -0.008
H -6.33476 -6.03402 1.78215 0.001 -0.003 0.004
H -8.04349 -5.49225 0.08015 -0.001 -0.003 -0.001
H -7.53668 -3.85222 -1.69767 -0.002 0.002 -0.003
H -5.32423 -2.76823 -1.78615 0.007 0.010 0.007
H -3.11612 0.11398 -2.13014 -0.004 -0.001 0.004
H -4.64758 2.05345 -2.23315 0.004 -0.007 -0.006
H -6.31478 2.40784 -0.44090 0.001 0.005 0.001
H -6.45723 0.81469 1.44207 -0.011 -0.009 -0.003
H -4.93503 -1.12683 1.53901 -0.004 -0.008 -0.004
C 5.91946 2.54208 0.32279 0.038 -0.157 -0.038
N 6.37306 1.18339 0.05495 -0.205 0.111 0.043
C 7.68432 0.76792 0.02505 0.229 -0.242 -0.041
C 7.67534 -0.55659 -0.24312 0.232 0.227 0.052
N 6.35627 -0.93212 -0.37167 -0.192 -0.107 -0.026
C 5.88220 -2.27325 -0.66738 0.036 0.147 0.027
C 5.55496 0.13858 -0.18778 -0.221 0.126 -0.037
Se 3.70452 0.17468 -0.25434 0.153 -0.213 0.044
H 6.79378 3.17150 0.46019 0.005 0.010 0.003
H 5.30583 2.55680 1.22149 -0.016 -0.001 -0.003
H 5.32915 2.90400 -0.51633 -0.012 0.002 0.002
H 8.50174 1.44506 0.19534 0.009 -0.018 -0.004
H 8.48302 -1.25717 -0.35457 0.007 0.013 0.007
H 6.73882 -2.93964 -0.71290 0.014 -0.002 -0.002
H 5.35897 -2.27701 -1.62261 -0.013 0.009 -0.010
H 5.19810 -2.59976 0.11412 -0.015 -0.001 0.002
I -3.86497 3.73175 3.43489 -0.060 0.032 0.090
C -2.78599 3.04007 1.83962 0.104 -0.090 -0.112
C -2.55110 3.67357 0.64048 0.054 -0.062 0.027
N -1.79744 2.84415 -0.10087 0.128 -0.057 -0.199
N -1.54051 1.69958 0.55310 0.171 -0.615 0.404
C -2.12789 1.80945 1.73460 -0.053 -0.138 0.071
H -2.86089 4.63686 0.27249 0.002 -0.003 -0.012
H -1.45664 2.98056 -1.04006 0.016 0.013 -0.039
H -2.05494 1.01283 2.45632 -0.005 0.007 0.004
```
Forces are in eV/Å.

The value obtained for the molar mass is 1206.34 g/mol. The HOMO energy is -11.552 eV. Its total charge is +2. The total energy comes out at -159990.50220 eV. For the frontier orbital gap, the calculation gives 5.3 eV. For the lowest unoccupied orbital energy, the calculation gives -0.2311 hartree.

Mulliken population analysis, charges in e, atoms 1 to 2: 1.02 -1.07